Computed, not measured: a structure of composition CHO3Rb at a distorted geometry, with ωB97M-V with the def2-TZVPD basis set.

Summary:
ΔE to the lowest compared entry with this formula, charge and spin, kcal per mole: 42.84
LUMO energy, eV: -1.23

Each line ends with the natural charge from an NBO analysis.
Atoms and positions in Å:
Rb (19.3578, 1.1955, 0.2838)  0.994
O (20.8364, 2.7836, -4.0831)  -0.720
C (20.9061, 2.9411, -2.7557)  0.885
O (21.1512, 2.0314, -1.9319)  -0.856
O (20.6977, 4.1545, -2.4074)  -0.805
H (20.6798, 3.7315, -3.7884)  0.503

=====

Computed, not measured: a structure of composition CHO3Rb at a distorted geometry, with ωB97M-V with the def2-TZVPD basis set.

Summary:
ΔE to the lowest compared entry with this formula, charge and spin, kcal per mole: 13.93
LUMO energy, eV: -1.27

Each line ends with the Mulliken charge.
Atoms and positions in Å:
Rb (3.3859, -13.7187, 15.7777)  0.975
O (3.8867, -10.0156, 14.8254)  -0.444
C (2.8819, -10.1086, 15.7849)  0.615
O (2.7596, -9.1714, 16.5595)  -0.614
O (2.1743, -11.1831, 15.7530)  -0.803
H (3.7708, -10.7667, 14.2362)  0.271

=====

Computed, not measured: the ion CHO3S3 with charge -1 at a distorted geometry, with ωB97M-V with the def2-TZVPD basis set.

Summary:
Structure (SMILES): O=S(=O)([O-])SC=S
ΔE to the lowest compared entry with this formula, charge and spin, kcal per mole: 13.56
LUMO energy, eV: 3.16
Total charge: -1

Each line ends with the natural charge from an NBO analysis.
Atoms and positions in Å:
O (1.1618, -0.4578, -1.2325)  -0.952
S (0.8953, 0.9054, -0.7527)  2.265
O (1.3147, 1.9532, -1.7190)  -0.922
O (1.1723, 1.2665, 0.6459)  -0.952
S (-1.4394, 0.5018, -0.0643)  -0.044
C (-1.0322, -0.9508, 0.7267)  -0.507
S (-1.8857, -1.6334, 1.8977)  -0.116
H (-0.1866, -1.5850, 0.4982)  0.230

=====

Computed, not measured: the ion CHO3S3 with charge -1 at a distorted geometry, with ωB97M-V with the def2-TZVPD basis set.

Summary:
Structure (SMILES): O=S(=O)([O-])SC=S
ΔE to the lowest compared entry with this formula, charge and spin, kcal per mole: 0.00
LUMO energy, eV: 3.26
Total charge: -1

Each line ends with the natural charge from an NBO analysis.
Atoms and positions in Å:
O (-1.1162, 1.5352, -0.1206)  -0.985
S (0.2243, 1.9367, -0.5160)  2.321
O (0.4972, 3.3102, -0.3684)  -0.984
O (0.6973, 1.3560, -1.7447)  -0.978
S (1.5237, 0.9257, 1.0726)  0.012
C (0.7214, -0.5136, 0.7354)  -0.479
S (0.9620, -1.9881, 1.3680)  -0.125
H (-0.1593, -0.2153, 0.2819)  0.217

=====

Computed, not measured: a structure of composition CHO3Yb at a distorted geometry, with ωB97M-V with the def2-TZVPD basis set.

Summary:
ΔE to the lowest compared entry with this formula, charge and spin, kcal per mole: 6.15
LUMO energy, eV: -5.92
Total charge: +1

Each line ends with the natural charge from an NBO analysis.
Atoms and positions in Å:
O (-1.8789, -0.7262, 0.3489)  -0.635
C (-0.8034, -0.0225, 0.1791)  0.953
O (-0.3116, -0.3787, -0.9886)  -0.924
O (0.1097, 0.0540, 1.0618)  -0.799
H (-1.6056, -1.4798, -0.4747)  0.554
Yb (1.7186, 0.5431, -0.4591)  1.851

=====

Computed, not measured: a cluster of 2 separate species, CHO4 in total at a distorted geometry, with ωB97M-V with the def2-TZVPD basis set.

Summary:
ΔE to the lowest compared entry with this formula, charge and spin, kcal per mole: 20.52
LUMO energy (alpha / beta), eV: -11.48 / -11.39
Total charge: +1

Each line ends with the natural charge from an NBO analysis.
Atoms and positions in Å:
C (-0.9164, -1.5460, 2.8755)  1.037
O (-1.4589, -1.3651, 3.8902)  -0.457
O (0.4696, 0.0847, -0.0075)  0.375
O (1.6474, 0.2197, -0.2490)  0.021
O (-0.3971, -1.6585, 1.8778)  -0.553
H (2.0442, 0.7927, 0.5684)  0.577

=====

Computed, not measured: a cluster of 2 separate species, CHO4S in total at a distorted geometry, with ωB97M-V with the def2-TZVPD basis set.

Summary:
ΔE to the lowest compared entry with this formula, charge and spin, kcal per mole: 4.67
LUMO energy, eV: 3.42
Total charge: -1

Each line ends with the natural charge from an NBO analysis.
Atoms and positions in Å:
C (-1.4840, -0.4846, -0.0224)  0.616
O (2.2007, 1.0241, 1.2073)  -0.894
O (-2.6740, -0.4463, 0.3187)  -0.750
O (2.3538, 0.2014, -1.0577)  -0.904
O (-0.4807, -0.6255, 0.6917)  -0.775
S (1.4954, 0.7759, -0.0378)  1.693
H (-1.4113, -0.4449, -1.0998)  0.014

=====

Computed, not measured: a cluster of 2 separate species, CHO4S in total at a distorted geometry, with ωB97M-V with the def2-TZVPD basis set.

Summary:
ΔE to the lowest compared entry with this formula, charge and spin, kcal per mole: 75.82
LUMO energy (alpha / beta), eV: 3.95 / 3.98
Total charge: -1

Each line ends with the natural charge from an NBO analysis.
Atoms and positions in Å:
C (-1.5479, -0.6747, 0.2531)  0.240
O (1.8307, -0.6868, -0.7713)  -0.968
O (-2.4240, -0.6153, -0.6616)  -0.575
O (0.9935, 1.6681, -1.0873)  -0.959
O (1.5217, 0.8000, 1.2185)  -0.975
S (1.2189, 0.5195, -0.1951)  2.139
H (-1.5928, -1.0108, 1.2436)  0.099

=====

Computed, not measured: a cluster of 2 separate species, CHO6S in total at a distorted geometry, with ωB97M-V with the def2-TZVPD basis set.

Summary:
ΔE to the lowest compared entry with this formula, charge and spin, kcal per mole: 137.90
LUMO energy (alpha / beta), eV: 3.32 / 3.45
Total charge: -1

Each line ends with the natural charge from an NBO analysis.
Atoms and positions in Å:
C (0.3310, -1.0243, 0.2422)  0.412
O (2.1918, 0.4985, 0.9879)  -0.937
O (0.9536, -1.9901, 0.1131)  -0.504
O (1.2893, 0.9654, -1.3398)  -0.922
O (0.0386, 1.6075, 0.6418)  -0.974
O (-2.2204, -0.2023, -0.7064)  -0.489
O (-1.9772, -1.2236, 0.2103)  -0.408
S (1.1066, 0.8340, 0.0628)  2.355
H (-1.7133, 0.5349, -0.2118)  0.467

=====

Computed, not measured: the molecule CIN5O2 at a distorted geometry, with ωB97M-V with the def2-TZVPD basis set.

Summary:
Structure (SMILES): O=[N+]([O-])C1(I)N=NN=N1
ΔE to the lowest compared entry with this formula, charge and spin, kcal per mole: 16.59
LUMO energy, eV: -2.08

Each line ends with the natural charge from an NBO analysis.
Atoms and positions in Å:
O (0.6633, -2.2802, -0.4850)  -0.292
N (-0.0882, -1.4219, -0.1236)  0.480
O (-1.3016, -1.5127, -0.0875)  -0.326
C (0.2648, -0.0338, 0.0401)  0.108
I (2.2629, 0.3496, -0.6936)  0.260
N (0.2108, 0.6815, 1.2675)  -0.144
N (-0.4784, 1.6611, 1.1568)  0.025
N (-0.9758, 1.7277, -0.2191)  -0.003
N (-0.5578, 0.8286, -0.8556)  -0.108

=====

Computed, not measured: a structure of composition CIrNO5S2 at a distorted geometry, with ωB97M-V with the def2-TZVPD basis set.

Summary:
LUMO energy (alpha / beta), eV: -1.48 / -4.61
Multiplicity: 5

Each line ends with the natural charge from an NBO analysis.
Atoms and positions in Å:
Ir (0.8861, 0.0721, -0.0372)  1.287
N (-2.3965, -0.0997, 1.0724)  -0.969
S (-1.4551, -1.1009, 1.7077)  1.106
O (0.0229, -0.8826, 1.4995)  -0.933
S (-2.0341, 0.7802, -0.5049)  1.690
O (-0.5782, 1.2389, -0.3306)  -0.866
O (-2.9699, 1.9235, -0.4932)  -0.845
O (3.3390, -0.8741, -1.9472)  -0.512
C (2.4782, -0.4958, -1.1382)  0.571
O (2.7075, -0.5615, 0.1718)  -0.528

=====

Computed, not measured: a cluster of 2 separate species, CN2O2 in total at a distorted geometry, with ωB97M-V with the def2-TZVPD basis set.

Summary:
Structure (SMILES): O=C=O.N#N
ΔE to the lowest compared entry with this formula, charge and spin, kcal per mole: 0.00
LUMO energy, eV: 0.55

Each line ends with the natural charge from an NBO analysis.
Atoms and positions in Å:
O (1.9986, 1.1058, 0.1121)  -0.500
C (1.6861, 0.0049, 0.0263)  1.023
O (1.3509, -1.1042, -0.1595)  -0.524
N (-2.7560, -0.4975, 0.0107)  0.007
N (-2.2797, 0.4910, 0.0104)  -0.006